1.
93
Properties=species:S:1:pos:R:3:forces:R:3 method="wB97M-V/def2-TZVPD" lumo_ev=0.616 total_energy_ev=-43169.127 relative_energy_kj_mol=240.59 max_force_ev_per_a=2.75 smiles=CC1(C)CCCC(C)(C)N1O.CC1(C)CCCC(C)(C)N1O.CCO.CCO.CCO.O.O
C -1.954427 1.906429 5.939133 0.71 -0.11 -0.02
C -2.713817 1.092385 4.865766 -1.00 0.72 1.65
C -3.522915 -0.013488 5.571504 0.00 -0.80 0.28
C -3.776162 2.044847 4.192241 0.73 -1.09 0.24
C -4.390278 1.438296 2.928311 1.04 1.06 0.20
C -3.288136 0.950136 1.984772 -0.15 -1.18 0.68
C -2.121040 0.061575 2.636433 0.16 2.14 -1.49
C -2.499665 -1.382545 2.691659 0.28 -1.41 0.86
C -0.935532 0.186451 1.585681 -1.08 -0.34 0.39
N -1.721670 0.679230 3.908757 -0.16 0.47 -1.41
O -0.576881 0.044965 4.492076 -0.77 0.07 -0.25
H -1.356260 2.688691 5.471845 -0.27 0.33 -0.25
H -2.541556 2.351051 6.742679 -0.39 -0.10 -0.28
H -1.185483 1.299565 6.417204 -0.27 -0.33 0.17
H -4.255702 -0.459852 4.899263 -0.06 0.03 0.04
H -2.951264 -0.837671 5.998144 0.59 -0.05 -0.44
H -4.046057 0.319263 6.468003 -0.23 0.63 -0.22
H -4.599231 2.170833 4.895659 0.24 0.32 0.30
H -3.280399 2.998832 4.012713 -0.12 0.07 -0.20
H -5.165162 0.728069 3.216815 0.14 -0.21 -0.35
H -4.828279 2.290063 2.407960 -0.66 -0.22 -0.05
H -2.913983 1.814785 1.436591 0.43 -0.02 0.30
H -3.778125 0.334665 1.230311 0.20 -0.21 -0.21
H -3.256613 -1.709513 3.404557 -0.65 0.61 -0.27
H -1.663668 -1.938885 3.115567 0.50 -0.09 -0.41
H -2.705778 -1.767055 1.692768 -0.09 -0.08 0.11
H -0.897284 1.163483 1.103965 0.19 0.22 0.48
H -1.202169 -0.475209 0.761534 0.31 -0.21 -0.03
H 0.027010 -0.100645 2.008999 -0.08 -0.02 -0.03
H 0.004260 0.809056 4.485840 0.50 -0.23 0.14
C 6.602084 -0.271869 -0.871195 1.00 2.39 0.94
C 5.196947 -0.599397 -1.307426 1.20 -1.17 1.68
C 5.387925 -1.305639 -2.647857 -1.86 -0.40 -0.30
C 4.620421 -1.648933 -0.269033 -1.03 1.01 0.92
C 4.208614 -1.040668 1.149645 1.16 -0.14 -0.89
C 3.342476 0.191036 1.048680 -0.08 -0.72 -1.24
C 3.789368 1.213028 -0.041997 -0.79 0.88 0.25
C 2.484075 2.045645 -0.349899 0.95 0.50 -0.27
C 4.838425 2.141280 0.608528 0.56 0.44 -0.81
N 4.284780 0.564345 -1.324557 -1.20 -1.12 1.00
O 4.639442 1.515376 -2.303667 0.40 0.13 0.53
H 6.796585 0.757487 -1.172368 0.16 0.14 -0.71
H 6.721604 -0.090943 0.197011 -0.06 -0.81 0.33
H 7.445909 -0.841629 -1.260345 -0.42 -0.44 0.06
H 5.679955 -2.341425 -2.474744 0.14 0.04 0.22
H 4.374296 -1.372093 -3.043127 -0.02 -0.17 -0.67
H 6.075101 -0.921037 -3.401488 -0.06 0.58 0.37
H 3.708205 -2.111746 -0.645552 -0.15 0.08 -0.39
H 5.308078 -2.480466 -0.114794 0.31 0.24 -0.12
H 3.687935 -1.782434 1.755281 0.06 -0.21 -0.17
H 5.073056 -0.739651 1.741449 0.47 -0.32 -0.17
H 3.316800 0.665000 2.029903 -0.10 0.34 -0.18
H 2.334990 -0.163410 0.830866 -0.26 0.25 -0.16
H 2.777451 2.966114 -0.854652 -0.05 0.07 -0.14
H 1.980460 2.353291 0.566511 0.26 -0.14 0.26
H 1.710898 1.584308 -0.964292 0.33 -0.44 -0.05
H 4.455932 2.949386 1.232027 -0.55 -0.68 0.68
H 5.367003 2.787730 -0.092046 0.10 -0.45 -0.74
H 5.607207 1.540708 1.094730 -0.11 0.21 0.37
H 4.196270 1.186952 -3.089380 -0.13 0.14 -0.21
C -3.054906 -1.022306 -4.424203 -0.98 -0.16 -0.60
C -1.997870 -1.894119 -5.038427 -1.05 0.64 -0.22
O -0.934988 -1.854472 -4.134303 1.18 -0.97 -0.31
H -3.349821 -1.406912 -3.447888 0.01 0.06 -0.07
H -3.914496 -1.046188 -5.094011 -0.30 0.17 0.14
H -2.742037 0.018377 -4.339384 0.17 -0.05 0.05
H -1.747184 -1.519797 -6.030961 0.42 0.17 -0.07
H -2.336292 -2.918281 -5.195509 -0.22 -0.08 0.21
H -0.621455 -2.761792 -4.126191 0.66 0.14 0.52
C -0.222910 3.445270 -3.168313 0.97 1.25 0.77
C -0.725882 2.661256 -4.378500 -0.66 0.91 2.12
O 0.025615 1.465874 -4.426093 0.07 0.21 -1.25
H -0.609443 4.439460 -2.944061 -1.02 0.03 -0.52
H 0.811048 3.757969 -3.314072 0.43 -0.51 -0.39
H -0.199606 2.979008 -2.183347 -0.38 -0.76 -0.28
H -0.717785 3.372095 -5.204773 0.84 -0.71 -0.73
H -1.792727 2.466132 -4.269491 -0.15 -0.35 0.16
H -0.506443 0.778001 -4.019456 0.04 -0.13 0.23
C -4.472087 -4.692335 -0.468912 -0.95 -0.91 0.45
C -4.472975 -3.279975 -0.946170 1.72 -0.87 0.50
O -3.139864 -3.033360 -1.424508 -0.28 0.21 -0.18
H -5.428113 -4.884691 0.018006 -0.40 -0.09 -0.22
H -3.778886 -4.923261 0.339939 0.56 0.11 -0.50
H -4.418634 -5.343839 -1.341148 0.41 -0.36 0.32
H -4.616356 -2.692803 -0.039106 -0.77 0.73 -0.55
H -5.176312 -3.290690 -1.778821 -0.37 1.07 0.27
H -2.956284 -2.094184 -1.348138 0.22 0.17 -0.05
O 1.973061 -0.484036 -2.450795 -0.96 -0.66 -0.38
H 2.586607 -0.185992 -1.779252 0.90 0.29 0.34
H 2.266619 -0.051912 -3.252863 -0.21 0.17 -0.27
O -0.836358 -0.339943 -1.903701 -0.82 0.63 0.66
H -0.915699 -0.878481 -2.691045 0.10 -0.54 -0.33
H 0.106436 -0.222222 -1.787463 0.55 -0.06 -0.13

---

2.
96
Properties=species:S:1:pos:R:3:forces:R:3 method="wB97M-V/def2-TZVPD" lumo_ev=0.461 total_energy_ev=-48185.215 relative_energy_kj_mol=1435.66 max_force_ev_per_a=7.07
C 1.246614 -2.090466 -2.862240 0.36 -0.66 -1.03
O -0.091066 -2.111626 -3.285130 -1.23 1.19 0.57
C -0.611516 -3.328116 -3.773590 0.17 0.46 -0.38
C -2.044116 -3.228756 -4.321300 0.18 -0.94 0.69
N -3.097496 -3.466236 -3.330490 -0.16 1.38 1.44
C -3.015876 -2.412356 -2.255790 -1.46 0.39 -0.90
C -4.366936 -2.119946 -1.430410 0.55 -0.93 -1.21
O -4.481506 -2.534476 -0.102620 0.84 0.82 1.24
C -3.393486 -1.988236 0.686650 -0.75 -2.65 -1.21
H 1.847554 -2.255816 -3.756470 0.51 -0.10 -0.11
H 1.487574 -2.884546 -2.155500 -0.06 0.15 0.15
H 1.525314 -1.106016 -2.486370 -0.32 -0.39 0.25
H -0.633536 -4.039816 -2.948300 0.33 -0.53 -0.28
H 0.007464 -3.620146 -4.621920 0.37 -0.58 0.09
H -2.179146 -4.073466 -4.996820 0.30 0.14 -0.43
H -2.165276 -2.299806 -4.878500 -0.28 0.06 0.15
H -2.917126 -4.343786 -2.864160 -0.01 -0.43 -0.25
H -2.903556 -1.528806 -2.884140 0.18 0.40 0.36
H -2.097466 -2.492836 -1.674280 -0.16 0.05 0.28
H -5.185026 -2.658466 -1.908770 0.10 0.20 -0.46
H -4.568276 -1.050026 -1.483580 0.07 0.26 -0.10
H -3.151706 -0.949166 0.463080 -0.41 0.05 0.41
H -2.569466 -2.634946 0.385240 0.01 0.50 -0.36
H -3.541636 -2.313486 1.716390 -0.41 0.82 0.16
C 3.289124 1.928424 -7.519690 0.30 -0.54 0.86
O 3.202144 3.171084 -6.812330 -0.93 -1.04 0.39
C 3.211344 3.026004 -5.359760 0.12 1.14 -0.29
C 1.972674 2.472054 -4.599500 1.96 -0.06 -1.73
N 2.264394 2.341964 -3.149550 -0.24 -0.45 -2.83
C 1.193574 1.540254 -2.640880 -1.55 1.91 -2.91
C -0.286826 2.132694 -2.885850 1.88 0.18 -1.24
O -0.215196 3.537874 -2.560810 -0.78 -0.01 0.90
C -0.963226 3.782634 -1.376240 -0.46 -1.02 0.78
H 3.948084 1.217414 -7.021350 1.02 0.35 0.15
H 3.628694 2.068734 -8.545900 -0.10 0.35 0.20
H 2.430694 1.256744 -7.512370 -1.06 0.78 -0.22
H 3.247984 4.047454 -4.981060 0.50 0.29 -0.31
H 4.175014 2.569744 -5.133360 -0.24 -0.52 0.49
H 1.773014 1.519204 -5.089720 -0.41 -0.35 0.59
H 1.152934 3.157474 -4.814740 -0.21 -0.06 0.04
H 2.220654 3.301764 -2.838150 -0.23 -0.03 0.75
H 1.305174 1.367384 -1.570480 2.59 2.54 -5.84
H 1.121224 0.523204 -3.026220 0.77 0.18 -0.97
H -0.917106 1.525024 -2.236560 -0.83 0.69 -1.06
H -0.671316 2.039194 -3.901490 0.19 0.11 -0.13
H -0.817856 4.707164 -0.817490 0.12 0.46 -1.01
H -0.724296 3.031234 -0.623640 0.22 1.04 0.31
H -2.011246 3.510214 -1.500920 -0.47 0.82 -0.49
C -1.161686 0.148474 3.415300 0.17 1.02 -0.24
O -0.052486 -0.027076 4.232270 -1.94 -1.57 2.81
C 1.161984 0.421634 3.824090 0.14 0.77 -1.15
C 1.960044 0.871664 5.001210 1.98 -0.80 -0.95
N 1.562484 2.139444 5.580090 -0.44 -1.27 0.34
C 1.674874 2.001234 7.016510 0.33 1.58 1.03
C 0.531804 1.305344 7.691570 -1.31 0.57 1.64
O -0.606186 2.157114 7.483050 0.64 0.18 -1.21
C -1.768676 1.685084 8.072360 -0.70 0.01 -0.61
H -1.055436 1.206064 3.173780 -0.98 0.25 -0.80
H -2.106766 -0.051746 3.920110 0.25 0.07 0.46
H -1.104246 -0.519176 2.555620 -0.72 1.34 0.46
H 1.078354 1.334854 3.234920 -0.33 0.22 -0.56
H 1.507904 -0.371926 3.161740 1.37 0.15 0.07
H 2.973974 1.057254 4.646810 0.30 -0.20 -0.33
H 2.115834 0.039964 5.688320 -0.56 -0.01 0.49
H 0.567514 2.274034 5.470430 -0.38 0.09 -0.46
H 1.620004 3.041034 7.338850 0.02 0.02 0.64
H 2.643154 1.652904 7.375950 0.06 -0.28 -0.42
H 0.555254 1.285514 8.781140 1.21 0.16 0.43
H 0.328104 0.248474 7.519440 -0.07 -0.10 -1.18
H -1.916946 2.056814 9.086230 0.40 -0.53 0.46
H -1.770606 0.605504 7.922000 -0.49 -0.22 0.68
H -2.624166 2.098254 7.538020 0.01 -0.03 -0.30
C 0.063954 -4.347646 -0.479400 0.41 0.96 0.85
O -0.210636 -4.569606 0.899080 0.03 0.78 0.52
C 0.199714 -3.455666 1.719970 0.79 -1.22 0.39
C -0.453246 -2.131396 1.516180 0.53 0.67 -0.02
N 0.156604 -1.196256 0.503940 -0.69 -1.71 -0.33
C -0.536886 0.074434 0.248000 1.79 0.35 1.79
C 0.275654 0.988444 -0.699540 -4.75 -3.94 3.44
O 1.623754 1.278294 -0.379290 0.52 -0.95 6.10
C 1.806094 2.357134 0.512810 0.05 1.18 0.68
H 0.263314 -5.296096 -0.978200 0.03 0.13 0.06
H 0.887384 -3.633486 -0.485430 0.55 -0.49 -0.51
H -0.706616 -3.764746 -0.983920 -0.49 -0.34 0.08
H 1.280394 -3.357846 1.823200 0.67 0.03 -1.16
H 0.070524 -3.736016 2.765350 -1.06 -0.39 -0.04
H -0.328436 -1.632336 2.477150 0.10 -1.11 0.02
H -1.505496 -2.372966 1.366140 0.82 0.75 0.16
H 1.090004 -1.049536 0.860780 0.20 0.45 -0.30
H -0.635926 0.583924 1.206500 -0.23 0.48 -0.21
H -1.560746 -0.097076 -0.084250 0.33 0.06 -0.62
H -0.396226 1.818674 -0.917240 1.54 -0.84 1.33
H 0.270374 0.479364 -1.663340 -0.68 -1.29 1.84
H 1.570684 3.346624 0.120910 -0.35 -0.05 -0.91
H 2.848304 2.493514 0.801410 0.04 -0.80 -0.04
H 1.183414 2.315944 1.406490 0.05 -0.53 0.11